{"formula": "C35H68B2CuN8Si2Te", "method": "ωB97M-V with the def2-TZVPD basis set", "de_lowest_kj_mol": 10.86, "multiplicity": 2, "total_charge": 0, "gap_ev": [8.34, 6.62], "species": ["Cu", "C", "C", "C", "C", "N", "N", "B", "N", "N", "C", "C", "C", "C", "C", "C", "C", "C", "N", "N", "C", "C", "C", "C", "C", "C", "C", "C", "C", "C", "C", "C", "H", "H", "H", "H", "H", "H", "H", "H", "H", "H", "H", "H", "H", "H", "H", "H", "H", "H", "H", "H", "H", "H", "H", "H", "H", "H", "H", "H", "H", "H", "H", "H", "H", "H", "H", "H", "H", "H", "H", "H", "C", "C", "N", "H", "H", "H", "B", "C", "N", "H", "H", "H", "C", "Si", "C", "C", "C", "Te", "C", "Si", "C", "C", "C", "H", "H", "H", "H", "H", "H", "H", "H", "H", "H", "H", "H", "H", "H", "H", "H", "H", "H", "H", "H", "H", "H"], "positions_angstrom": [[-0.881, 0.977, 0.729], [1.125, 5.183, -1.940], [0.853, 4.412, -0.689], [0.964, 4.838, 0.614], [0.619, 3.727, 1.399], [0.312, 2.693, 0.617], [0.463, 3.124, -0.669], [0.299, 2.212, -1.918], [-1.174, 1.721, -2.012], [-1.952, 1.537, -0.900], [-3.217, 1.627, -1.284], [-3.275, 1.843, -2.672], [-1.970, 1.893, -3.095], [-1.465, 2.133, -4.479], [-4.416, 1.639, -0.361], [-5.475, 0.650, -0.859], [-4.044, 1.299, 1.080], [-5.002, 3.059, -0.400], [1.470, 1.176, -1.924], [1.875, 0.595, -0.762], [3.165, 0.342, -0.889], [3.626, 0.764, -2.155], [2.522, 1.281, -2.785], [2.438, 1.859, -4.162], [3.979, -0.241, 0.242], [3.278, 0.009, 1.581], [4.181, -1.746, 0.035], [5.351, 0.442, 0.265], [0.637, 3.718, 2.912], [-0.376, 4.751, 3.428], [0.275, 2.355, 3.484], [2.043, 4.105, 3.387], [1.420, 6.197, -1.676], [0.242, 5.233, -2.578], [1.930, 4.730, -2.521], [1.263, 5.818, 0.951], [0.482, 2.891, -2.883], [-4.154, 1.950, -3.287], [-2.309, 2.148, -5.167], [-0.778, 1.350, -4.800], [-0.940, 3.085, -4.555], [-5.112, -0.376, -0.831], [-5.773, 0.879, -1.884], [-6.365, 0.712, -0.228], [-3.718, 0.261, 1.156], [-4.918, 1.435, 1.721], [-3.244, 1.951, 1.445], [-5.341, 3.319, -1.404], [-4.257, 3.797, -0.091], [-5.858, 3.126, 0.277], [4.620, 0.684, -2.568], [3.300, 1.529, -4.742], [2.437, 2.950, -4.147], [1.534, 1.540, -4.677], [2.305, -0.486, 1.619], [3.104, 1.077, 1.728], [3.895, -0.369, 2.401], [3.222, -2.264, -0.028], [4.746, -2.172, 0.867], [4.734, -1.943, -0.888], [5.246, 1.527, 0.319], [5.931, 0.200, -0.628], [5.920, 0.105, 1.135], [-1.388, 4.487, 3.111], [-0.153, 5.747, 3.044], [-0.353, 4.791, 4.520], [-0.772, 2.139, 3.276], [0.420, 2.359, 4.568], [0.883, 1.557, 3.049], [2.322, 5.100, 3.037], [2.786, 3.396, 3.015], [2.083, 4.104, 4.480], [-2.491, -0.395, 4.609], [-1.861, -0.254, 3.305], [-1.396, -0.147, 2.264], [-1.731, -0.599, 5.362], [-3.210, -1.212, 4.585], [-3.009, 0.530, 4.858], [-4.458, -3.111, 0.793], [-3.357, -2.196, 0.131], [-2.494, -1.580, -0.338], [-4.916, -2.513, 1.749], [-5.304, -3.378, -0.032], [-3.859, -4.119, 1.145], [2.140, -4.500, 2.173], [0.289, -4.294, 2.291], [-0.513, -5.928, 2.690], [-0.045, -3.090, 3.685], [-0.525, -3.676, 0.714], [0.086, -1.773, -0.030], [-0.045, -2.225, -2.090], [1.072, -3.503, -2.927], [0.050, -4.218, -4.314], [2.574, -2.667, -3.643], [1.646, -4.876, -1.797], [2.503, -4.933, 3.109], [2.645, -3.541, 2.034], [2.442, -5.166, 1.362], [-0.201, -6.287, 3.674], [-0.252, -6.694, 1.954], [-1.603, -5.829, 2.693], [0.329, -3.506, 4.624], [-1.119, -2.911, 3.795], [0.453, -2.128, 3.519], [-1.597, -3.605, 0.909], [-0.391, -4.387, -0.102], [0.101, -1.254, -2.577], [-1.095, -2.499, -2.207], [-0.310, -3.422, -4.972], [-0.822, -4.758, -3.936], [0.644, -4.910, -4.916], [2.314, -2.093, -4.537], [3.319, -3.416, -3.926], [3.034, -1.977, -2.933], [0.847, -5.580, -1.549], [2.056, -4.483, -0.864], [2.440, -5.438, -2.296]], "forces_ev_per_angstrom": [[0.06, 0.35, 0.03], [-0.01, -0.01, 0.03], [0.06, 0.00, -0.04], [0.01, -0.01, 0.04], [0.05, 0.01, 0.08], [-0.01, 0.19, 0.04], [-0.08, -0.09, -0.17], [0.04, 0.09, 0.14], [0.13, -0.17, -0.03], [0.06, 0.08, -0.22], [-0.10, -0.05, -0.01], [-0.07, -0.11, 0.00], [0.03, 0.07, 0.08], [0.00, -0.02, 0.04], [0.05, 0.00, 0.06], [-0.04, 0.01, 0.00], [0.03, -0.07, -0.04], [0.00, 0.02, 0.02], [-0.19, 0.15, -0.23], [-0.14, -0.02, -0.11], [0.20, 0.07, 0.05], [0.05, -0.25, -0.04], [-0.06, -0.05, 0.12], [0.00, 0.02, 0.06], [0.00, -0.01, 0.02], [-0.03, 0.02, -0.04], [0.04, 0.02, -0.04], [0.02, -0.02, 0.06], [-0.04, -0.01, -0.02], [0.01, 0.00, 0.00], [0.00, -0.02, -0.06], [0.02, 0.00, 0.01], [0.00, 0.00, -0.01], [0.01, 0.00, 0.00], [-0.01, 0.01, 0.02], [0.00, -0.03, -0.03], [-0.06, 0.00, 0.00], [0.03, 0.00, 0.02], [0.01, -0.01, 0.00], [0.01, -0.02, 0.01], [0.01, 0.01, 0.00], [0.04, -0.02, 0.01], [-0.01, 0.00, 0.02], [0.02, 0.00, -0.01], [-0.01, 0.07, 0.01], [0.01, 0.00, -0.01], [-0.05, 0.01, 0.01], [0.02, 0.00, 0.01], [-0.02, -0.02, 0.00], [0.02, 0.00, -0.02], [-0.03, 0.00, 0.03], [0.00, 0.01, 0.01], [-0.01, -0.02, 0.01], [-0.01, -0.01, -0.01], [0.01, 0.01, 0.01], [0.00, -0.03, 0.01], [-0.02, 0.00, -0.01], [-0.05, -0.04, 0.01], [0.01, -0.03, 0.00], [-0.03, 0.00, 0.01], [0.00, -0.02, 0.02], [-0.02, 0.02, 0.01], [0.01, 0.00, -0.03], [0.02, 0.02, 0.00], [0.00, -0.01, 0.02], [-0.01, 0.00, -0.03], [-0.01, -0.05, 0.02], [-0.02, 0.00, -0.02], [-0.02, 0.04, 0.04], [0.00, -0.02, 0.00], [-0.01, 0.01, 0.01], [0.00, 0.01, -0.03], [0.06, -0.02, -0.03], [-0.20, -0.29, 0.04], [0.06, 0.35, 0.26], [0.00, 0.00, 0.00], [0.00, -0.01, -0.06], [0.01, 0.01, -0.02], [0.02, 0.00, 0.11], [-0.07, -0.10, -0.07], [-0.10, 0.07, -0.12], [0.02, -0.01, -0.01], [0.04, 0.04, 0.03], [-0.03, 0.05, 0.02], [0.07, 0.01, -0.09], [0.02, -0.05, 0.18], [-0.10, -0.09, -0.03], [-0.09, 0.12, -0.02], [0.11, 0.06, -0.06], [0.13, -0.51, -0.19], [-0.02, 0.16, 0.08], [0.05, -0.04, -0.07], [-0.08, -0.04, -0.07], [0.04, 0.13, -0.01], [-0.09, -0.04, 0.12], [0.01, 0.02, -0.03], [0.02, 0.00, -0.02], [0.00, 0.00, 0.01], [0.00, 0.00, -0.04], [-0.01, 0.03, 0.03], [0.04, -0.02, 0.01], [0.00, 0.03, 0.00], [0.07, -0.03, 0.00], [-0.04, -0.04, 0.03], [0.00, 0.02, -0.04], [0.01, 0.01, -0.01], [-0.03, -0.02, 0.03], [-0.01, 0.03, 0.01], [0.01, -0.04, 0.00], [0.03, 0.02, -0.02], [-0.03, 0.02, 0.01], [0.02, 0.00, 0.05], [-0.01, 0.04, -0.02], [0.05, 0.03, 0.03], [0.04, 0.03, 0.00], [0.05, -0.02, 0.04], [-0.02, 0.01, 0.01]], "lowdin_charge": [0.171, -0.017, -0.259, 0.021, -0.240, 0.087, 0.041, -0.494, 0.046, 0.072, -0.237, 0.029, -0.267, -0.019, -0.533, -0.030, -0.062, -0.044, 0.023, 0.059, -0.274, 0.014, -0.277, -0.019, -0.545, -0.056, -0.049, -0.050, -0.546, -0.042, -0.065, -0.042, 0.080, 0.084, 0.073, 0.111, 0.097, 0.113, 0.082, 0.074, 0.078, 0.070, 0.079, 0.090, 0.045, 0.091, 0.069, 0.080, 0.090, 0.083, 0.111, 0.082, 0.073, 0.066, 0.030, 0.076, 0.088, 0.038, 0.087, 0.086, 0.092, 0.078, 0.085, 0.087, 0.080, 0.085, 0.053, 0.091, 0.072, 0.079, 0.082, 0.084, -0.014, -0.194, 0.129, 0.093, 0.097, 0.096, -0.425, -0.277, 0.005, -0.001, 0.004, 0.000, -0.174, 0.390, -0.172, -0.178, -0.501, 1.578, -0.501, 0.418, -0.181, -0.164, -0.181, 0.039, 0.014, 0.028, 0.035, 0.035, 0.037, 0.039, 0.026, 0.025, -0.015, 0.007, 0.009, 0.011, 0.037, 0.037, 0.036, 0.038, 0.037, 0.011, 0.035, 0.004, 0.040]}



{"formula": "C14H42O7S7", "method": "ωB97M-V with the def2-TZVPD basis set", "de_lowest_kj_mol": 204.48, "multiplicity": 1, "total_charge": 0, "gap_ev": 8.90, "species": ["C", "S", "O", "C", "H", "H", "H", "H", "H", "H", "C", "S", "O", "C", "H", "H", "H", "H", "H", "H", "C", "S", "O", "C", "H", "H", "H", "H", "H", "H", "C", "S", "O", "C", "H", "H", "H", "H", "H", "H", "C", "S", "O", "C", "H", "H", "H", "H", "H", "H", "C", "S", "O", "C", "H", "H", "H", "H", "H", "H", "C", "S", "O", "C", "H", "H", "H", "H", "H", "H"], "positions_angstrom": [[-1.123, -2.597, 4.794], [-2.749, -2.344, 3.873], [-3.503, -1.726, 4.991], [-3.407, -4.033, 3.725], [-0.346, -1.949, 4.389], [-0.758, -3.609, 4.618], [-1.193, -2.437, 5.870], [-3.909, -4.325, 2.802], [-4.072, -4.244, 4.562], [-2.559, -4.704, 3.855], [1.073, -0.703, -0.484], [-0.196, -0.197, 0.807], [0.441, -0.709, 2.124], [0.210, 1.569, 0.679], [1.191, 0.066, -1.247], [0.678, -1.621, -0.921], [2.048, -0.883, -0.032], [1.271, 1.703, 0.889], [-0.443, 2.173, 1.310], [0.003, 1.971, -0.313], [1.575, 3.342, -3.662], [1.271, 4.770, -2.562], [1.084, 4.226, -1.181], [2.993, 5.478, -2.687], [1.898, 3.743, -4.623], [0.646, 2.787, -3.784], [2.319, 2.659, -3.253], [3.187, 6.415, -2.165], [3.217, 5.530, -3.753], [3.706, 4.818, -2.194], [1.951, -3.923, 1.904], [1.715, -4.287, 0.057], [2.066, -5.711, -0.268], [-0.124, -4.321, 0.034], [1.994, -2.855, 2.118], [2.969, -4.244, 2.122], [1.172, -4.362, 2.528], [-0.443, -5.145, 0.672], [-0.459, -4.607, -0.963], [-0.513, -3.339, 0.305], [-2.362, 3.048, -3.733], [-2.679, 1.814, -2.415], [-1.341, 1.093, -2.404], [-2.553, 3.102, -1.140], [-2.977, 3.946, -3.677], [-2.498, 2.684, -4.751], [-1.325, 3.338, -3.565], [-1.672, 3.711, -1.342], [-2.343, 2.525, -0.239], [-3.304, 3.890, -1.074], [-1.377, 0.782, 4.695], [-2.358, 2.305, 5.208], [-2.526, 3.075, 3.937], [-3.994, 1.446, 5.546], [-1.800, 0.302, 3.813], [-1.368, -0.004, 5.450], [-0.325, 1.021, 4.542], [-3.794, 0.654, 6.269], [-4.379, 0.897, 4.687], [-4.896, 2.014, 5.773], [3.642, -1.299, -6.452], [2.764, -0.649, -4.907], [3.590, 0.539, -4.467], [3.244, -1.958, -3.767], [4.686, -1.123, -6.190], [3.348, -0.693, -7.309], [3.521, -2.359, -6.675], [3.170, -1.550, -2.759], [4.299, -2.026, -4.030], [2.733, -2.901, -3.962]], "forces_ev_per_angstrom": [[0.39, -0.99, -1.17], [1.07, 0.10, 1.20], [-1.14, 0.60, -0.03], [0.70, -0.99, 0.55], [-0.31, 0.26, -0.25], [-0.03, -0.14, 0.02], [-0.74, 0.07, -0.19], [0.10, 0.68, -0.15], [-0.02, 0.41, 0.08], [0.04, -0.14, -0.15], [-0.87, 0.09, 0.11], [2.53, -0.18, 0.70], [-1.12, 0.60, -1.49], [-0.35, 0.28, -0.14], [-0.35, -0.03, -0.01], [0.22, 0.06, -0.13], [-0.27, 0.02, 0.44], [-0.14, 0.00, 0.25], [0.23, -0.28, 0.57], [0.13, -0.52, -0.30], [0.07, 0.33, 0.17], [0.89, -0.10, 0.20], [0.00, 0.14, -0.32], [-0.03, -0.70, 0.20], [0.01, -0.12, -0.04], [-0.01, 0.15, 0.10], [0.13, 0.19, 0.06], [-0.87, 0.26, -0.28], [0.07, 0.24, 0.09], [-0.22, -0.58, -0.20], [0.17, 0.04, -0.86], [-0.64, -0.42, 0.53], [0.13, 0.73, 0.57], [0.52, -0.01, 0.01], [-0.49, 0.24, -0.54], [-0.21, -0.61, 0.05], [0.24, -0.33, -0.13], [0.04, 0.27, 0.37], [0.34, 0.28, -0.17], [-0.15, -0.14, 0.21], [-0.38, 0.27, -0.41], [1.43, 1.04, -0.93], [-1.14, 0.23, 0.45], [0.94, 0.02, 0.19], [-0.20, -0.09, 0.40], [0.14, -0.50, 0.20], [-0.09, -0.11, -0.05], [0.52, -0.43, -0.15], [-0.49, 0.41, 0.29], [-0.76, -0.81, 0.09], [-0.44, -0.11, 0.64], [-0.76, -1.19, -0.93], [0.10, -0.03, 0.39], [0.30, -0.92, -0.63], [-0.10, 0.53, -0.19], [-0.34, 0.32, 0.41], [-0.21, 0.53, -0.23], [-0.06, 0.24, 0.31], [0.79, -0.08, -0.54], [0.76, 0.88, 0.66], [0.00, 0.32, 1.08], [0.20, 0.56, -0.69], [-0.53, -0.83, -0.39], [0.88, 0.34, -0.79], [0.07, 0.11, -0.18], [-0.04, 0.03, 0.23], [-0.38, 0.03, 0.25], [-0.34, -0.22, -0.11], [0.18, -0.47, 0.44], [-0.10, 0.16, 0.22]], "lowdin_charge": [-0.218, 0.837, -0.584, -0.255, 0.022, 0.028, 0.059, 0.047, 0.055, 0.032, -0.238, 0.852, -0.611, -0.271, 0.041, 0.013, 0.055, 0.068, 0.052, 0.008, -0.253, 0.819, -0.571, -0.244, 0.053, 0.022, 0.050, 0.046, 0.041, 0.053, -0.217, 0.806, -0.577, -0.253, 0.023, 0.043, 0.040, 0.051, 0.049, 0.030, -0.256, 0.865, -0.580, -0.257, 0.056, 0.052, 0.012, 0.036, 0.038, 0.067, -0.257, 0.845, -0.596, -0.257, 0.023, 0.024, 0.049, 0.033, 0.039, 0.045, -0.228, 0.811, -0.580, -0.262, 0.043, 0.040, 0.048, 0.042, 0.044, 0.061]}